1.
9
Properties=species:S:1:pos:R:3:forces:R:3:nbo_charge:R:1 method="wB97M-V/def2-TZVPD" charge=+1 e_lumo_ha="-0.3658 / -0.3663" relative_energy_kj_mol=419.6 homo_ev="-17.720 / -17.706"
C -1.049 0.655 0.552 0.3614 -0.0574 -1.2579 0.74
C 0.987 -0.890 0.381 0.0697 3.5062 4.4182 -0.38
N -1.295 1.238 -1.211 0.2054 0.7839 -2.3308 0.15
N -0.176 0.561 -1.212 2.3490 -1.2913 -1.2337 0.06
N -1.939 1.350 -0.119 -1.9408 0.3066 3.7650 -0.17
N 0.036 0.118 -0.002 -2.3707 1.4240 0.0828 -0.17
H 0.828 -1.628 -0.270 0.0928 -3.3437 -2.2462 0.25
H 1.922 -0.363 0.441 0.7933 -0.4519 -0.4986 0.27
H 0.685 -1.041 1.440 0.4398 -0.8765 -0.6988 0.25

=====

2.
59
Properties=species:S:1:pos:R:3:forces:R:3:nbo_charge:R:1 method="wB97M-V/def2-TZVPD" e_lumo_ha=-0.0126 relative_energy_kj_mol=74.1 homo_ev=-10.638
C 10.368 -12.108 11.367 1.2626 0.0393 0.6533 -0.48
N 10.972 -12.960 10.317 -0.9043 -0.5574 -1.1996 0.53
O 11.863 -13.729 10.607 -0.0097 0.2267 0.4139 -0.38
O 10.532 -12.832 9.182 0.1291 0.0957 0.3709 -0.39
H 9.369 -11.760 11.149 0.0780 -0.0112 -0.4403 0.25
H 11.128 -11.326 11.430 -0.4704 0.3740 0.1996 0.23
H 10.398 -12.653 12.301 -0.0170 -0.0536 -0.0727 0.24
C 4.233 -11.360 17.886 -0.9124 -1.3486 -1.3728 -0.48
N 5.186 -12.273 17.171 1.7149 0.9570 0.9743 0.54
O 4.919 -12.587 16.031 -0.1897 -0.2114 0.1074 -0.40
O 6.228 -12.537 17.753 -0.6109 -0.3308 -0.4261 -0.37
H 3.360 -12.018 17.944 -0.2312 0.5133 0.2513 0.23
H 4.042 -10.617 17.114 -0.1655 0.4196 0.5431 0.25
H 4.568 -11.048 18.862 0.3997 0.1006 -0.1189 0.24
C 5.288 -20.133 14.062 -0.1534 -1.2827 0.3356 -0.49
N 5.005 -18.824 14.691 0.0402 0.2701 -0.7012 0.54
O 5.921 -18.029 14.638 -0.0722 0.0936 0.2692 -0.37
O 3.896 -18.595 15.123 -0.0012 -0.1635 0.2126 -0.37
H 6.232 -20.494 14.459 0.2258 0.3128 -0.3117 0.24
H 5.286 -20.032 12.981 0.2688 0.3283 0.0345 0.24
H 4.552 -20.893 14.318 -0.3270 0.4635 0.1769 0.23
C 6.473 -14.442 13.562 -1.3090 -0.4487 -0.9883 -0.51
N 7.861 -14.086 13.892 -0.5072 0.1150 0.4712 0.55
O 8.367 -14.622 14.857 0.1399 -0.1784 -0.2163 -0.39
O 8.373 -13.196 13.241 0.1144 -0.3029 0.0955 -0.39
H 6.169 -15.472 13.739 0.8374 -0.1279 0.5181 0.25
H 6.319 -14.273 12.498 0.1237 0.4481 0.1069 0.23
H 5.789 -13.834 14.151 0.3227 0.2938 0.0252 0.27
C 2.692 -15.879 17.416 1.6570 -0.0282 -0.1842 -0.49
N 2.818 -15.049 16.187 0.1791 0.8897 0.0177 0.54
O 2.026 -14.134 16.069 -0.5259 0.0317 0.0257 -0.40
O 3.741 -15.227 15.426 0.0623 -0.5345 0.0113 -0.36
H 2.944 -15.221 18.246 -0.7651 0.2075 0.0538 0.23
H 3.560 -16.539 17.389 -0.5402 -0.5678 -0.2296 0.24
H 1.716 -16.341 17.433 -0.0157 -0.0081 0.1983 0.24
C 2.774 -11.903 13.554 -1.1992 -1.0790 0.0372 -0.50
N 2.838 -10.462 13.801 1.3402 1.0241 0.4200 0.53
O 2.146 -9.979 14.682 -0.0308 -0.4686 -0.5408 -0.38
O 3.717 -9.837 13.214 -0.6885 -0.2186 -0.0168 -0.40
H 3.191 -12.211 12.602 0.4027 0.4760 0.0541 0.24
H 1.727 -12.204 13.580 -0.0214 0.1760 0.1024 0.23
H 3.242 -12.396 14.402 0.2209 0.0786 -0.0532 0.27
C 5.113 -9.993 10.111 -0.0513 0.8602 -0.5766 -0.50
N 5.864 -10.716 11.179 -0.3549 -0.4867 -1.9926 0.55
O 5.427 -11.802 11.492 -0.0263 -0.1721 0.6682 -0.40
O 6.918 -10.236 11.500 0.3866 0.0940 0.8214 -0.36
H 5.781 -9.231 9.721 -0.1304 0.2631 0.3825 0.23
H 4.194 -9.580 10.517 0.1257 0.0230 0.2224 0.24
H 4.865 -10.604 9.245 0.0650 -0.6797 0.5115 0.23
C 10.676 -13.565 16.080 1.1391 -0.1816 -0.3886 -0.13
C 11.662 -13.465 14.905 -2.3854 -0.5929 0.1377 0.43
O 12.846 -13.910 15.457 0.2209 0.3972 0.2778 -0.49
C 12.808 -13.559 16.800 0.0349 -0.1466 0.1100 0.97
O 13.718 -13.631 17.551 0.2934 -0.0211 -0.2413 -0.55
O 11.577 -13.158 17.134 -0.9246 -0.0606 0.2266 -0.49
F 11.772 -12.164 14.481 0.2404 -0.0619 -0.0838 -0.35
H 10.382 -14.606 16.217 0.2526 -0.0707 0.1162 0.20
H 9.738 -13.034 15.983 0.4005 0.7753 0.2925 0.23
H 11.258 -14.082 14.100 0.8624 0.0482 -0.2915 0.17

=====

3.
8
Properties=species:S:1:pos:R:3:forces:R:3:nbo_charge:R:1 method="wB97M-V/def2-TZVPD" e_lumo_ha="-0.1449 / -0.1273" relative_energy_kj_mol=230.8 homo_ev="-10.912 / -11.682"
C 0.416 0.645 0.011 1.1713 0.2006 0.6860 0.85
O -0.714 -1.430 1.481 -0.0907 0.1550 -1.0832 -0.78
O -0.345 -1.810 -1.025 -0.4350 0.4902 0.7968 -0.78
F 0.098 1.381 -1.028 -0.1450 -0.5107 0.4294 -0.27
F 1.675 0.202 -0.094 -0.5929 -0.1955 -0.3958 -0.30
F 0.373 1.343 1.144 -0.8453 -0.5431 -0.7411 -0.28
S -0.709 -1.000 0.107 -0.2260 1.4527 0.0723 1.84
Cl -3.011 0.781 -0.354 1.1636 -1.0492 0.2356 -0.28

=====

4.
59
Properties=species:S:1:pos:R:3:forces:R:3:nbo_charge:R:1 method="wB97M-V/def2-TZVPD" charge=-1 e_lumo_ha=0.0939 homo_ev=-5.883
C 5.004 -1.990 2.162 -0.0521 -0.1637 -0.3441 -0.72
C 4.916 -0.560 1.718 0.1957 0.2677 0.2669 0.80
O 4.726 0.370 2.449 -0.2380 -0.1528 -0.1843 -0.55
O 5.110 -0.407 0.371 -0.3665 -0.4052 0.0919 -0.57
C 4.320 0.591 -0.249 0.2157 0.7073 -0.1220 0.82
O 4.790 1.659 -0.473 0.0728 -0.1808 -0.0464 -0.51
C 2.936 0.150 -0.609 -0.1466 -0.3926 0.0253 -0.55
C 1.865 0.694 0.362 0.9114 0.6055 0.7821 0.11
O 0.802 1.224 -0.352 -0.1980 -0.4264 -0.0707 -0.73
B -0.426 1.184 0.543 0.3975 0.1982 -1.0465 0.76
C -1.691 0.900 -0.451 0.0500 -0.1981 0.2309 -0.71
C -1.817 -0.557 -0.905 -0.5174 0.3946 -0.2558 -0.50
C -2.308 -1.565 0.113 0.2201 -0.6057 0.0070 0.70
N -2.722 -1.104 1.350 -0.0730 0.1920 -0.3467 -0.84
O -2.354 -2.762 -0.151 0.1398 0.4214 0.1834 -0.65
C -0.571 2.695 1.241 -0.1562 0.0079 0.1345 0.40
F -1.905 3.051 1.434 0.2583 -0.0414 0.0133 -0.37
F -0.063 3.676 0.411 -0.1138 -0.1873 0.1514 -0.35
C 0.136 2.843 2.620 0.0842 0.2653 0.1062 0.52
F 0.901 3.978 2.679 -0.1710 -0.1391 0.0292 -0.35
F -0.775 2.928 3.637 0.1376 -0.0853 -0.1643 -0.35
O -0.080 0.124 1.503 0.0176 0.0380 0.4846 -0.75
C 1.290 -0.286 1.416 -1.4293 0.0710 -0.3906 0.08
C 1.252 -1.756 1.018 0.0451 0.1668 0.0451 -0.63
H 4.484 -2.093 3.110 0.1844 -0.0054 0.0529 0.24
H 4.544 -2.639 1.415 0.0283 0.0365 0.0587 0.23
H 6.051 -2.291 2.244 -0.0407 0.0639 0.1282 0.24
H 2.911 -0.938 -0.667 -0.0809 0.0830 -0.1817 0.22
H 2.692 0.585 -1.578 0.1539 -0.0887 0.0114 0.26
H 2.369 1.483 0.956 -0.1407 0.0941 -0.1955 0.16
H -2.664 1.248 -0.086 0.0514 0.0498 0.0404 0.20
H -1.482 1.505 -1.341 -0.0829 0.0265 0.0486 0.24
H -2.532 -0.629 -1.735 0.1104 -0.0711 -0.0079 0.22
H -0.870 -0.923 -1.311 -0.0383 -0.1078 0.1514 0.23
H -2.333 -1.643 2.109 -0.2992 -0.1302 0.0456 0.39
H -2.582 -0.113 1.480 0.2325 -0.0298 0.1180 0.40
H 0.787 1.996 2.838 -0.0282 0.0383 -0.0473 0.13
H 1.719 -0.119 2.411 0.4053 -0.2048 -0.1906 0.17
H 0.726 -1.829 0.063 0.0994 -0.0968 0.0117 0.22
H 2.235 -2.222 0.923 0.0079 -0.0202 0.0808 0.18
H 0.662 -2.304 1.755 0.0958 -0.0277 -0.0138 0.22
C 2.810 3.043 -3.624 -0.0696 -0.1411 0.0838 -0.64
C 1.294 3.106 -3.716 -0.0816 -0.0824 0.1900 -0.06
O 0.676 1.830 -3.598 0.2713 -0.0606 -0.1148 -0.74
H 3.224 2.407 -4.409 -0.0433 0.0216 -0.0399 0.20
H 3.244 4.041 -3.713 0.0115 0.0058 0.0070 0.20
H 3.115 2.626 -2.662 0.0330 0.0911 0.0256 0.21
H 0.995 3.505 -4.686 -0.0702 -0.0274 -0.0111 0.16
H 0.894 3.765 -2.939 0.0768 0.0998 -0.0358 0.17
H 0.862 1.495 -2.710 -0.2220 0.0903 0.1742 0.49
C -6.231 -4.238 -0.182 0.0394 0.0362 0.1078 -0.64
C -6.664 -2.853 -0.630 0.2018 0.0260 0.0445 -0.06
O -6.527 -1.885 0.400 -0.0289 -0.0587 0.0407 -0.73
H -6.812 -4.561 0.683 -0.0467 0.0114 -0.0256 0.20
H -6.358 -4.968 -0.984 0.0145 0.0079 -0.0122 0.20
H -5.178 -4.225 0.108 0.0232 -0.0203 -0.0710 0.22
H -7.718 -2.850 -0.909 -0.0166 0.0355 0.0056 0.16
H -6.081 -2.546 -1.505 -0.0493 -0.0454 -0.0538 0.16
H -5.596 -1.847 0.656 0.0143 0.0433 -0.0061 0.48

=====

5.
48
Properties=species:S:1:pos:R:3:forces:R:3:nbo_charge:R:1 method="wB97M-V/def2-TZVPD" e_lumo_ha=-0.0281 relative_energy_kj_mol=488.0 homo_ev=-7.896
O 4.777 1.607 -2.207 0.0946 -0.1096 -0.0510 -0.62
N -0.196 -0.002 0.556 0.9890 0.9714 -0.8381 -0.11
O 1.910 -4.611 -2.133 1.0986 0.5307 -0.5029 -0.51
O -1.051 -1.102 0.653 1.6485 0.3635 -0.5380 -0.38
C 3.841 1.877 -1.465 1.3956 -0.1700 -0.9630 0.64
C 2.795 0.910 -1.170 -1.3445 0.1400 1.6192 -0.12
C 1.752 1.215 -0.330 1.0685 1.1842 -0.1027 0.00
C 0.928 -0.018 -0.165 -3.5900 -0.6642 2.2040 0.23
C 0.665 4.248 1.704 -1.0540 -0.2455 -0.0950 -0.25
C 1.563 5.193 1.255 1.2763 0.1077 0.2206 -0.18
C 3.318 -2.713 -2.329 -0.6870 1.6085 0.1499 -0.24
C 3.608 -1.330 -2.159 0.0515 -1.4832 -0.4121 -0.16
C 0.700 2.990 1.155 0.1972 -0.9685 -0.0732 -0.17
C 1.240 -2.467 -1.113 0.0030 1.3633 0.2836 -0.29
C 2.616 4.806 0.439 0.3186 0.1446 -0.2800 -0.25
C 2.093 -3.259 -1.896 0.1850 -0.2371 1.0105 0.30
C 2.716 -0.527 -1.468 0.9784 -0.2482 -0.7182 -0.08
C 1.717 2.577 0.250 -1.3052 -0.9030 0.5075 -0.04
C 1.587 -1.091 -0.888 -0.2535 -1.7140 -0.9654 -0.03
C 2.731 3.490 -0.058 -0.1209 0.8016 0.0515 0.17
N 3.796 3.127 -0.878 -1.3363 -0.5460 0.5908 -0.57
N -4.773 -0.534 0.936 0.4321 -0.3391 0.0473 -0.44
C 0.798 -5.316 -1.644 -0.7611 0.2776 -1.1974 -0.25
C -4.994 0.843 1.395 -0.3890 -1.2510 1.0060 -0.41
C -5.301 -1.611 1.805 -0.0363 0.5259 -1.5382 -0.41
C -2.266 -0.794 1.371 0.1354 1.0325 -0.0637 -0.09
C -3.426 -0.798 0.391 -0.9769 -0.9278 -0.2097 -0.24
H -0.132 4.490 2.415 0.3775 0.0323 -0.2854 0.22
H 1.550 6.199 1.654 -0.0661 0.0580 -0.1374 0.22
H 4.007 -3.339 -2.848 0.3544 -0.3857 -0.2767 0.23
H 4.531 -0.907 -2.558 -0.3060 -0.1623 0.1074 0.25
H -0.042 2.245 1.460 0.3225 0.2811 -0.2400 0.24
H 0.322 -2.831 -0.658 0.2531 -0.0961 -0.1955 0.24
H 3.390 5.535 0.164 -0.3456 -0.2736 0.0758 0.21
H 4.564 3.767 -1.049 -0.2406 -0.3103 -0.1022 0.42
H 0.818 -6.376 -1.975 0.3317 0.8366 -0.1495 0.20
H -0.103 -4.825 -2.054 -0.0007 -0.4219 0.4422 0.18
H 0.800 -5.335 -0.585 -0.2078 0.1891 1.2437 0.18
H -6.088 0.935 1.558 0.6345 0.2296 -0.0118 0.20
H -4.469 1.060 2.362 -0.3350 0.1303 -0.5864 0.16
H -4.686 1.541 0.630 0.1379 0.2074 -0.1725 0.20
H -6.306 -1.352 2.166 0.2818 -0.0689 -0.2060 0.20
H -4.677 -1.838 2.647 0.4216 -0.0747 0.7600 0.17
H -5.348 -2.512 1.166 -0.1701 0.2704 0.4453 0.20
H -2.368 -1.518 2.160 -0.0091 -0.5326 0.1684 0.18
H -2.227 0.188 1.857 0.4833 -0.1098 -0.2006 0.19
H -3.261 -0.058 -0.375 0.2983 0.4075 -0.2569 0.20
H -3.417 -1.778 -0.147 -0.2331 0.5494 0.4361 0.20